# C33H32NO3P

A molecular structure, C33H32NO3P (ωB97M-V with the def2-TZVPD basis set, OMol25).

Calculated values
F_max   0.0488 Eh/bohr
E_HOMO   -7.564 eV
Frontier orbital gap   0.2883 Eh
Total charge   0
ΔE to the lowest compared entry with this formula, charge and spin   44.0 kJ/mol

Positions of all 70 atoms, in Å:
1 C 1.203 -1.881 3.947
2 C 1.000 -2.266 2.549
3 N 0.579 -3.524 2.243
4 C 0.271 -4.593 3.187
5 C 0.452 -3.641 0.861
6 C 0.846 -2.413 0.292
7 C 0.747 -2.278 -1.098
8 C 0.214 -3.321 -1.856
9 C -0.141 -4.530 -1.300
10 C -0.012 -4.730 0.092
11 C 1.161 -1.508 1.348
12 C 1.445 -0.082 1.031
13 C 2.803 0.141 0.404
14 C 3.578 -0.850 -0.251
15 C 4.621 -0.461 -1.105
16 C 4.971 0.890 -1.224
17 C 4.325 1.832 -0.411
18 C 3.308 1.444 0.447
19 H 1.693 -0.909 3.907
20 H 0.264 -1.770 4.519
21 H 1.865 -2.598 4.457
22 H -0.065 -5.478 2.654
23 H 1.135 -4.829 3.810
24 H -0.507 -4.249 3.867
25 H 1.122 -1.364 -1.536
26 H 0.109 -3.177 -2.917
27 H -0.607 -5.301 -1.918
28 H -0.359 -5.633 0.570
29 H 1.203 0.566 1.896
30 H 3.336 -1.920 -0.137
31 H 5.194 -1.226 -1.630
32 H 5.884 1.174 -1.761
33 H 4.671 2.869 -0.388
34 H 2.886 2.176 1.143
35 C 2.768 4.036 -2.657
36 C 1.726 4.040 -1.569
37 O 1.350 2.665 -1.330
38 C 0.545 2.503 -0.249
39 C 0.217 1.016 0.030
40 P -1.485 1.064 0.657
41 C -2.638 2.463 0.271
42 C -2.678 3.135 -0.965
43 C -3.639 4.114 -1.224
44 C -4.591 4.446 -0.252
45 C -4.574 3.784 0.979
46 C -3.613 2.798 1.234
47 C -2.343 -0.321 -0.220
48 C -2.860 -0.221 -1.523
49 C -3.467 -1.320 -2.133
50 C -3.580 -2.542 -1.453
51 C -3.103 -2.635 -0.140
52 C -2.515 -1.537 0.476
53 O -1.414 0.836 2.131
54 O 0.223 3.453 0.433
55 H 3.015 5.071 -2.908
56 H 3.714 3.551 -2.380
57 H 2.419 3.531 -3.579
58 H 2.133 4.489 -0.652
59 H 0.836 4.590 -1.868
60 H 0.220 0.565 -1.008
61 H -1.977 2.889 -1.759
62 H -3.642 4.616 -2.193
63 H -5.329 5.224 -0.458
64 H -5.315 4.037 1.739
65 H -3.613 2.273 2.181
66 H -2.801 0.711 -2.086
67 H -3.838 -1.246 -3.160
68 H -3.995 -3.416 -1.945
69 H -3.173 -3.599 0.382
70 H -2.176 -1.620 1.504

Atomic forces in eV per Å
C 0.2 0.6 0.5
C -0.3 1.3 -1.9
N -0.1 -0.7 -0.9
C 0.1 0.8 0.2
C -0.1 -0.7 -0.2
C -0.6 -0.9 -0.3
C -0.1 -0.3 0.1
C 0.8 1.2 -0.1
C -0.5 -0.9 1.6
C 0.0 1.0 -0.5
C -1.0 -0.9 0.3
C -0.7 2.0 1.1
C 0.2 0.2 0.0
C -0.7 0.3 -0.4
C 0.0 0.2 0.6
C 0.3 -0.1 0.6
C 0.7 -0.1 0.2
C 0.0 0.2 -0.4
H 0.0 0.0 0.4
H 0.3 -0.1 -0.3
H -0.2 0.3 0.0
H 0.1 0.1 0.0
H 0.1 -0.1 -0.2
H -0.2 -0.1 0.0
H -0.2 0.0 -0.3
H 0.0 0.0 -0.3
H 0.3 0.2 0.2
H 0.1 -0.2 -0.1
H 0.9 -0.5 0.0
H 0.0 0.7 -0.2
H -0.1 0.2 0.1
H -0.6 -0.1 -0.1
H 0.0 -0.4 0.0
H -0.1 -0.2 -0.4
C 0.4 -0.1 -0.8
C 0.5 -0.3 -0.1
O -0.7 0.0 0.3
C 1.8 -0.2 0.8
C 0.6 -0.4 -2.4
P -1.2 -1.5 1.4
C 0.0 0.5 -0.5
C -0.2 0.0 0.3
C -0.1 -0.1 0.2
C 0.4 -0.2 0.0
C 0.2 -0.1 -0.4
C 0.4 -0.1 -0.3
C -0.3 -0.4 0.0
C 0.1 -0.2 0.2
C 0.0 -0.4 0.1
C 0.5 0.6 0.3
C -0.2 -0.3 -0.4
C 0.2 0.4 -0.2
O -0.3 0.1 -0.2
O -0.3 -0.8 -0.2
H -0.1 0.0 -0.1
H -0.4 0.1 0.2
H 0.0 0.3 0.5
H -0.3 -0.2 -0.1
H 0.0 0.1 0.1
H -0.1 0.2 1.1
H 0.1 0.0 0.1
H 0.0 -0.1 0.3
H 0.2 -0.3 0.1
H 0.2 -0.1 -0.2
H 0.1 0.0 0.0
H 0.0 -0.2 0.2
H 0.1 0.1 0.4
H -0.1 0.1 0.0
H 0.0 0.5 -0.1
H 0.1 0.1 -0.1

***

# C4H8FN

A molecular structure, C4H8FN (ωB97M-V with the def2-TZVPD basis set, OMol25).

Calculated values
F_max   0.1337 Eh/bohr
E_HOMO   -9.703 eV
Frontier orbital gap   0.3792 Eh
Total charge   0
ΔE to the lowest compared entry with this formula, charge and spin   340.9 kJ/mol

Positions of all 14 atoms, in Å:
1 C -1.477 -0.658 0.181
2 C 0.074 -0.520 0.417
3 C 0.450 0.903 0.679
4 C 1.034 0.219 -0.529
5 H -3.179 -0.328 -0.416
6 H -2.342 1.155 0.192
7 H -1.859 -0.807 1.230
8 H -1.691 -1.642 -0.205
9 H 0.514 -1.252 0.970
10 H 1.211 0.954 1.378
11 H -0.172 1.735 0.461
12 H 0.598 0.414 -1.563
13 N -2.074 0.413 -0.584
14 F 2.328 -0.309 -0.272

Atomic forces in eV per Å
C 3.2 -1.7 2.3
C -3.0 2.9 -2.5
C 1.3 -1.0 -1.4
C -1.8 -1.7 0.5
H 3.2 3.7 -1.6
H 0.7 -1.5 -2.1
H 0.1 0.6 -0.6
H 0.1 -0.3 -1.0
H 1.1 -1.8 1.6
H 1.1 0.9 1.6
H -0.6 0.5 0.2
H 1.6 -0.2 1.2
N -6.0 -1.5 3.0
F -0.9 1.0 -1.3

***

# C4H8I2

2 unconnected molecules or ions with the total composition C4H8I2 (ωB97M-V with the def2-TZVPD basis set, OMol25).

Calculated values
F_max   0.0130 Eh/bohr
E_HOMO   -8.879 eV
SMILES string   CC(C)=CI.I
Frontier orbital gap   0.3452 Eh
Total charge   0
ΔE to the lowest compared entry with this formula, charge and spin   69.1 kJ/mol

Positions of all 14 atoms, in Å:
1 C -0.825 0.493 0.048
2 C 0.260 -0.488 0.396
3 C 1.613 0.116 0.579
4 C -0.033 -1.773 0.530
5 I 1.332 -3.305 1.010
6 H -0.812 1.324 0.750
7 H -1.812 0.037 0.083
8 H -0.652 0.905 -0.948
9 H 1.622 0.711 1.494
10 H 1.846 0.783 -0.250
11 H 2.387 -0.642 0.655
12 H -1.035 -2.153 0.415
13 I -2.817 -2.098 -2.740
14 H -1.882 -1.220 -1.827

Atomic forces in eV per Å
C 0.0 -0.1 0.1
C 0.0 0.0 0.0
C 0.1 -0.1 0.0
C 0.2 -0.3 0.1
I -0.2 0.3 -0.1
H 0.0 0.1 0.1
H -0.1 0.0 0.0
H 0.0 0.1 -0.1
H 0.0 0.1 0.0
H 0.0 0.1 -0.1
H 0.1 0.0 0.0
H -0.1 0.0 0.0
I -0.4 -0.4 -0.4
H 0.4 0.4 0.4

***

# C2H6N4

C2H6N4 in the gas phase (ωB97M-V with the def2-TZVPD basis set, OMol25).

Calculated values
F_max   0.1357 Eh/bohr
E_HOMO   -8.054 eV
SMILES string   C=NN/C=N\N
Frontier orbital gap   0.3316 Eh
Total charge   0
ΔE to the lowest compared entry with this formula, charge and spin   553.0 kJ/mol

Positions of all 12 atoms, in Å:
1 C -1.993 -0.503 -0.067
2 N -0.719 -0.223 -0.155
3 N -0.354 0.885 0.388
4 C 0.948 1.235 -0.151
5 N 1.745 0.254 -0.312
6 N 1.804 -0.970 0.236
7 H -2.846 0.236 0.370
8 H -2.345 -1.552 -0.681
9 H -0.966 1.649 0.000
10 H 1.087 2.305 -0.025
11 H 0.927 -1.675 0.312
12 H 2.713 -1.640 0.086

Atomic forces in eV per Å
C -0.6 -1.6 -2.0
N -5.3 -4.5 -0.4
N 0.9 5.5 -0.6
C -0.8 -3.3 1.8
N 2.7 1.9 0.1
N -0.6 -4.6 0.2
H 2.2 -1.7 -0.9
H 0.9 3.2 2.1
H 0.2 -0.6 1.3
H 1.0 -0.1 -1.1
H 2.3 2.8 -0.5
H -2.8 3.1 -0.2